# 1
117
Properties=species:S:1:pos:R:3:mulliken_charge:R:1 method="wB97M-V/def2-TZVPD" de_lowest_kcal_mol=77.9 gap_ha=0.19908 homo_energy_ev=-6.016 max_force_ev_per_a=0.75
In -0.2906 -0.8011 0.5072 0.614
P -0.1251 2.5410 1.0320 1.688
P -1.8814 -0.6012 -2.4040 0.670
P 2.2809 -1.8870 0.4561 1.422
Si -1.0533 1.6190 -1.3311 0.319
O 0.7821 -0.1991 -2.4572 -0.580
N -1.8345 -1.0572 1.6039 0.011
C 5.6720 -1.7784 2.7874 -0.691
C -0.3890 -4.3927 -2.2200 -0.401
C -1.8035 5.7499 -1.7415 -0.722
C -5.2115 0.0218 -0.0104 -0.911
C 2.3563 -0.3766 -0.4421 1.255
C 3.4861 -5.6017 -0.7696 -0.621
C 1.5730 2.1434 -2.3989 -1.356
C 3.6128 4.2339 0.8819 -0.848
C -2.6978 -4.5660 -2.8718 -0.947
C -4.0251 0.7408 -5.6434 -0.695
C 2.2679 3.9918 0.6329 -0.596
C -3.4717 -2.2571 2.8445 -1.617
C -1.4909 -3.4981 1.9833 -1.639
C -0.9154 3.7316 4.8612 -0.880
C 2.9803 -3.2535 -0.5348 0.436
C 3.0578 -4.5380 0.0043 -0.672
C -1.6565 4.4269 -2.1254 -1.107
C -1.7231 0.5233 -6.2976 -0.809
C -1.3987 0.0708 -5.0289 -0.336
C -0.8040 3.9123 0.0575 -0.352
C 3.7417 1.6125 -1.2039 -0.625
C 3.5121 0.4371 -0.5496 -0.853
C -0.5014 -3.0093 -2.2015 0.666
C -3.0349 0.8583 -6.6065 -0.535
C -4.8453 1.2914 0.4387 -0.799
C 0.6975 1.1065 -1.8360 2.272
C -2.0338 2.9721 5.1792 -0.764
C -1.4885 -5.1697 -2.5478 -0.785
C -1.1533 3.4938 -1.2192 0.326
C -0.3120 3.5872 3.6229 -0.527
C 3.7465 -4.1253 -2.6472 -0.609
C -0.9634 5.2380 0.4539 -0.481
C 3.3203 -3.0570 -1.8674 -0.500
C -4.4094 -0.6765 -0.8914 -0.715
C -2.8110 -3.1863 -2.8551 -0.781
C -2.5357 2.0577 4.2650 -1.123
C -3.7067 0.2844 -4.3723 -0.230
C -1.2337 -1.8697 3.8564 -1.296
C -3.6496 1.8554 0.0447 -0.913
C 2.3588 2.0864 2.0958 -0.319
C -2.3945 -0.0547 -4.0609 0.591
C -1.9362 1.9037 3.0231 -0.055
C -2.7856 1.1256 -0.7804 -0.148
C 3.7002 2.3198 2.3328 -0.593
C -3.2068 -0.1073 -1.2900 0.939
C 4.8192 -1.9301 1.7048 -0.346
C 3.7850 -1.3556 4.2127 -0.476
C -0.8312 2.6867 2.6946 0.966
C 1.6323 2.9247 1.2502 0.598
C 3.4424 -1.7769 1.8577 0.401
C 1.0591 -0.0387 -0.9968 -1.154
C 2.9363 -1.5040 3.1251 -0.243
C -1.4650 6.1553 -0.4509 -0.806
C -1.7146 -2.3988 -2.5029 0.329
C 5.1552 -1.4879 4.0433 -0.609
C 4.3269 3.4045 1.7299 -0.653
C 3.8329 -5.3957 -2.1013 -0.569
C 2.8678 2.3412 -2.0810 -0.682
C -1.9713 -2.1586 2.5458 1.623
H 4.0114 -3.9606 -3.6830 0.428
H -2.1956 6.4737 -2.4427 0.418
H -1.3838 -2.6602 4.5947 0.483
H 4.3668 0.0874 0.0264 0.070
H -5.0474 1.0045 -5.8768 0.436
H -1.4054 -6.2477 -2.5611 0.435
H -0.4100 -3.4734 1.8070 0.212
H 4.1016 5.0681 0.3975 0.387
H 1.8750 1.2442 2.5782 0.404
H 1.7252 4.6374 -0.0457 0.383
H -0.3734 -0.1819 -4.7874 0.481
H 3.3426 3.1744 -2.5933 0.326
H 1.1293 2.7890 -3.1495 0.353
H 3.2397 -2.0620 -2.2917 0.420
H 5.3761 3.5934 1.9126 0.392
H -4.7095 -1.6540 -1.2437 0.438
H -2.2701 1.1159 2.3551 0.269
H -1.5963 7.1876 -0.1564 0.400
H 4.7250 2.0461 -1.0727 0.371
H -2.4997 3.0806 6.1496 0.405
H -3.6886 -2.9796 3.6343 0.467
H 0.3681 -2.4084 -1.9664 0.018
H 0.5625 -4.8481 -1.9774 0.392
H -1.9483 4.1317 -3.1253 0.508
H -0.9469 0.6195 -7.0439 0.447
H 4.1672 -6.2260 -2.7086 0.375
H -0.5088 4.4308 5.5797 0.424
H -3.5525 -5.1712 -3.1413 0.420
H 4.2512 1.6493 2.9780 0.390
H -3.7521 -2.7232 -3.1294 0.474
H -3.8459 -1.2805 3.1538 0.196
H -1.5716 -0.9236 4.2827 0.236
H -1.9856 -3.6974 1.0299 0.249
H 3.5469 -6.5922 -0.3392 0.409
H -0.1623 -1.7826 3.6652 0.006
H 5.8199 -1.3792 4.8901 0.380
H 2.7805 -4.7060 1.0394 0.385
H -3.2845 1.2141 -7.5968 0.398
H -3.3824 1.4359 4.5266 0.493
H -4.0160 -2.5530 1.9466 0.236
H -4.4803 0.2084 -3.6176 0.344
H -1.6916 -4.3322 2.6602 0.500
H -3.3600 2.8289 0.4195 0.508
H -6.1418 -0.4134 0.3291 0.418
H 0.5711 4.1689 3.3831 0.479
H 6.7384 -1.8949 2.6520 0.433
H -0.7022 5.5429 1.4604 0.490
H -5.4971 1.8225 1.1196 0.437
H 5.2268 -2.1746 0.7311 0.438
H 3.3724 -1.1486 5.1917 0.450
H 1.8646 -1.4192 3.2656 -0.070

---

# 2
128
Properties=species:S:1:pos:R:3:mulliken_charge:R:1 method="wB97M-V/def2-TZVPD" de_lowest_kcal_mol=81.8 gap_ha="0.21809 / 0.14816" charge=-2 homo_energy_ev="-2.117 / -1.293" max_force_ev_per_a=0.83 multiplicity=2
Tl -0.0832 0.1468 1.0828 1.236
Ge 1.2394 0.4537 -3.4376 1.201
Cl -2.0109 -4.7812 4.6560 -0.209
P -2.1257 3.2904 0.0566 0.728
O 3.5437 5.2677 -1.2643 -0.650
O -5.1513 -3.7273 1.5493 -0.637
O 4.8516 3.1121 0.3638 -0.676
O -2.5687 -0.5977 0.1490 -0.090
O 1.8303 3.6471 -3.1189 -0.769
O 1.1804 1.1540 -1.7612 0.941
O -4.6414 -4.8727 3.3717 -0.693
O 2.6277 1.1871 0.8295 -0.459
O -4.2756 -2.0319 0.1442 -0.861
N -0.8512 -2.9644 2.9427 1.099
N -1.2190 -2.1645 1.9314 0.233
N 0.2212 -0.3759 3.9101 -0.183
N 1.3657 -2.2760 0.9694 0.878
C -3.5590 1.6132 -1.5566 -0.860
C 2.5147 -1.6277 -5.6319 -0.646
C -2.1527 4.9450 -0.8968 2.108
C 3.7641 3.1032 -0.1644 -0.008
C -0.1736 -0.9122 -3.5082 0.799
C 2.9516 -0.5793 -3.4123 0.280
C -4.6637 0.9942 -2.1193 -0.331
C -4.3337 -4.0636 2.5155 0.530
C 1.9968 2.1195 -1.3075 0.704
C -3.2613 4.8216 2.3756 -1.962
C -1.1043 -2.9979 -2.7366 -0.349
C -3.7080 2.5976 -0.5820 0.858
C 1.2826 -0.9944 6.4714 -0.645
C 1.6866 -2.7249 2.2863 0.655
C -3.4714 5.7170 -0.9047 -1.898
C 4.9491 -1.2663 -2.2106 -0.948
C 2.5142 -3.9575 2.3944 0.139
C 3.6239 -1.6300 3.7209 -1.328
C 3.3178 -1.4528 -4.4792 0.778
C 3.1262 -3.7550 4.9285 0.236
C -5.9397 1.3595 -1.7251 -0.871
C -1.8377 -2.0721 -4.8224 -0.838
C 2.3888 -4.5112 3.7602 -0.571
C 1.1160 1.6484 -5.0234 -1.373
C -2.4793 -2.4123 1.6378 0.119
C 4.0077 -2.6222 4.5209 -1.145
C 2.0110 -2.8224 -0.0347 -0.539
C -3.1546 -1.6073 0.5532 0.323
C 3.2421 4.1007 -1.1712 0.153
C 4.1166 -3.1528 -6.5806 -0.541
C 2.7292 2.0123 -0.0820 0.146
C 2.8993 -2.4507 -6.6530 -1.153
C 3.7614 -0.5141 -2.3065 0.225
C -1.8955 -3.0810 -3.8717 -0.710
C 2.9217 -3.8755 0.0476 -1.634
C -0.2546 -1.9189 -2.5524 0.342
C 3.1304 -4.4801 1.3032 -0.851
C -1.0210 5.8314 -0.3689 -1.907
C 2.2777 -1.4951 3.1094 0.498
C -0.9776 -0.9995 -4.6422 -0.903
C 4.5290 -2.1932 -4.3953 0.966
C -2.9910 -3.4192 2.4899 -0.552
C 5.3321 -2.0792 -3.2366 -1.089
C 1.0279 -4.0109 4.3098 -1.366
C 4.9043 -3.0305 -5.4714 -0.833
C 2.2785 3.3252 -2.0152 0.061
C -6.1039 2.3488 -0.7680 -0.743
C 0.5321 -2.8844 3.3883 -0.491
C 1.3705 -1.9146 5.4779 -0.258
C -2.4502 3.6117 1.9102 2.147
C -1.9229 -3.7196 3.3227 0.361
C -4.9983 2.9562 -0.1949 -0.478
C 1.7248 -3.3514 5.5272 -0.352
C 0.1821 0.4737 4.9080 -0.177
C -1.8158 4.5472 -2.3402 -2.050
C -1.0378 3.7451 2.5049 -1.823
C 0.7403 0.2737 6.1730 -1.218
C 1.0069 -1.5481 4.0853 1.568
C -3.0774 2.3269 2.4650 -2.032
H 5.5580 -1.1804 -1.3201 0.544
H -2.6098 1.4419 2.0278 0.379
H 3.6661 -4.4408 5.5845 0.452
H 3.7361 -5.3778 1.3831 0.456
H 0.6794 1.0423 6.9305 0.417
H -4.5289 0.2039 -2.8417 0.477
H 1.5806 -1.2402 7.4857 0.477
H -2.5614 1.3167 -1.8510 0.462
H -1.0961 3.8281 3.5946 0.519
H -0.9401 -0.2105 -5.3870 0.417
H -2.5705 -3.9167 -4.0050 0.368
H -3.7927 5.9929 0.0984 0.261
H -7.1017 2.6368 -0.4572 0.420
H 3.3824 -4.2693 -0.8475 0.497
H -4.2614 5.1322 -1.3744 0.296
H -5.1498 3.7142 0.5622 0.167
H 1.2533 1.0619 -5.9317 0.400
H -0.8187 6.6403 -1.0761 0.528
H 6.2435 -2.6634 -3.1798 0.316
H 0.3372 -1.8561 -1.6469 -0.421
H -0.3555 1.3967 4.7003 0.058
H 5.0202 -2.6302 4.9119 0.345
H -2.9410 2.2840 3.5496 0.556
H 2.2667 -2.5632 -7.5243 0.401
H -3.2707 4.8303 3.4707 0.529
H -4.1451 2.2745 2.2540 0.285
H 4.4214 -3.7896 -7.4018 0.364
H -0.1046 5.2488 -0.2559 0.266
H -4.7447 -2.9798 0.9029 0.449
H 1.5714 -1.1038 -5.6877 0.124
H -2.5537 3.8466 -2.7355 0.310
H 0.1437 2.1382 -5.0364 0.375
H -6.8059 0.8696 -2.1523 0.344
H -0.8274 4.0883 -2.3985 0.483
H -3.3418 6.6392 -1.4807 0.569
H 1.7894 -2.4077 -1.0157 0.343
H -4.2978 4.7922 2.0403 0.238
H -1.2763 6.2774 0.5937 0.277
H -1.8114 5.4364 -2.9778 0.548
H 0.2987 -4.7723 4.5258 0.537
H 3.4830 0.1091 -1.4661 -0.124
H 4.3296 -0.8437 3.4766 0.572
H 2.5445 -5.5912 3.8024 0.384
H 1.5319 -3.8144 6.4970 0.485
H 2.2333 -0.5975 2.4950 -0.290
H -1.1533 -3.7805 -1.9903 0.474
H -2.4612 -2.1216 -5.7084 0.402
H -0.4347 2.8703 2.2577 0.165
H 1.8777 2.4171 -4.9666 0.503
H 5.8373 -3.5768 -5.3911 0.376
H -0.5246 4.6296 2.1240 0.298
H -2.8106 5.7568 2.0431 0.313

---

# 3
126
Properties=species:S:1:pos:R:3:mulliken_charge:R:1 method="wB97M-V/def2-TZVPD" de_lowest_kcal_mol=0.0 gap_ha="0.27023 / 0.27123" charge=+2 homo_energy_ev="-12.518 / -12.548" max_force_ev_per_a=0.47 multiplicity=2
Ti -0.1953 -0.2564 -0.3038 -1.453
Cl -3.8979 -0.2734 -0.1888 0.147
Cl -1.1116 -1.6164 -1.8795 -0.403
P 1.7719 -2.6555 -0.7538 3.000
P -0.7427 1.7928 -2.0874 1.630
P 1.8216 0.2383 1.4391 2.695
Si 1.9994 0.2981 -1.6680 0.696
N -2.2363 1.9536 2.9453 0.587
N -1.1431 1.0842 1.0582 1.756
N -2.2667 -0.3010 2.5776 0.762
N -2.5061 -2.5810 2.6237 -0.219
N -0.9640 -1.6223 1.1778 1.950
C -1.2798 -6.0674 -0.0626 -0.908
C 3.3540 -3.3808 -0.1561 0.478
C 3.0168 3.7787 -3.7798 -1.000
C 2.6132 -2.9056 3.9173 -0.815
C -4.5407 -1.5349 -1.1285 -0.742
C 2.4471 -3.4461 -3.3839 -0.329
C -1.6981 3.1210 -1.2789 0.106
C 1.7381 1.9386 2.1032 1.038
C -1.8496 0.9436 2.1519 -0.955
C 4.6397 0.2398 1.5596 -0.121
C -1.6326 0.1800 -5.7047 -1.140
C -3.1981 1.9690 -5.3672 -0.818
C 3.1043 2.5894 -3.0746 -0.454
C -1.7691 5.2843 -0.1986 -0.918
C 0.7401 2.6279 -2.7168 -0.257
C -1.8791 -1.5219 2.0728 -0.665
C -1.0448 4.2491 -0.7753 -0.491
C 2.4983 -0.8174 -4.2923 -0.177
C 1.9641 1.9824 -2.5372 1.162
C -1.1004 0.4028 -4.4449 -0.051
C 5.9915 0.3555 -0.4238 -1.180
C 1.8656 3.6239 3.8240 -0.985
C 0.2659 -4.4193 0.7610 -1.028
C 2.7656 -1.8641 -5.1666 -0.760
C 5.8859 0.3141 0.9647 -1.109
C -2.6618 2.2055 -4.1097 -0.811
C 0.7303 -1.7378 4.8424 -0.880
C -3.0842 3.0304 -1.1458 -0.534
C 2.1864 -1.0703 -2.9576 0.476
C 1.7042 4.2874 1.5227 -0.732
C 1.7816 4.3887 -3.9778 -0.937
C 4.8536 0.3284 -1.2116 0.179
C -3.1501 5.1991 -0.1007 -0.891
C 3.5816 0.2709 -0.6311 0.746
C -2.6882 0.9546 -6.1640 -0.702
C 3.4508 -4.4452 0.7429 -0.729
C 1.7974 4.6257 2.8677 -0.858
C -0.9861 -5.6797 -1.3615 -0.935
C -0.0621 -4.6724 -1.6041 -1.153
C 2.7515 -3.1756 -4.7114 -1.115
C 2.1354 -2.4019 -2.5190 -0.504
C 1.8444 2.2852 3.4464 -0.614
C 1.6683 2.9539 1.1451 -0.248
C -3.8034 4.0628 -0.5613 -1.208
C 4.6904 -4.8858 1.1861 -0.622
C 3.4979 0.2137 0.7583 0.463
C 0.6409 3.8095 -3.4518 -0.332
C -1.7098 3.3079 2.7984 -1.120
C 1.8076 -0.8973 2.8502 0.213
C -3.2261 1.7668 4.0059 -1.348
C 1.6252 -2.8006 4.8843 -1.110
C 4.5367 -2.8108 -0.6300 -0.574
C 2.7097 -1.9565 2.9071 -0.912
C -1.6213 1.4087 -3.6310 0.901
C 0.8190 -0.7958 3.8306 -0.482
C 5.7732 -3.2448 -0.1782 -0.608
C -0.6515 -5.4335 1.0011 -0.640
C 0.5858 -4.0376 -0.5485 0.801
C 5.8554 -4.2765 0.7446 -1.023
H 4.7413 -5.7239 1.8702 0.540
H 0.1388 -4.3690 -2.6228 0.535
H -5.6052 -1.5305 -1.2891 0.354
H 0.1227 0.0320 3.8144 0.526
H 6.7787 0.3334 1.5762 0.455
H 3.9126 4.2291 -4.1877 0.488
H 4.0785 2.1385 -2.9470 0.397
H -1.2496 6.1645 0.1606 0.465
H -1.9915 -6.8621 0.1193 0.453
H -1.0096 2.0663 0.8413 -1.681
H 2.9833 -3.9877 -5.3884 0.451
H -2.4300 3.9548 2.2992 0.376
H 2.4630 -4.4684 -3.0245 0.637
H 1.6187 2.7068 0.0876 -0.288
H 3.4942 -2.0515 2.1670 0.330
H -3.1060 0.7753 -7.1458 0.416
H -3.2775 -2.4849 3.2589 0.172
H 2.5350 0.2042 -4.6570 0.460
H -1.4774 -6.1662 -2.1941 0.474
H 2.5759 -4.9650 1.0950 0.502
H 4.9614 0.3067 -2.2912 0.268
H 1.9418 1.5220 4.2070 0.564
H -4.1533 1.3388 3.6192 0.415
H -3.8285 -2.1877 -1.6038 0.335
H -0.7730 3.3150 2.2466 0.086
H 1.6745 5.0618 0.7658 0.557
H -2.8400 1.1563 4.8271 0.407
H -3.7184 6.0169 0.3246 0.446
H -0.2708 -0.2038 -4.1071 0.178
H -2.2815 -3.5068 2.2975 0.200
H 0.7413 -3.9176 1.5999 0.406
H -0.3249 4.2748 -3.6097 0.560
H -3.0564 3.0191 -3.5172 0.477
H -3.6113 2.1722 -1.5372 1.001
H 3.3246 -3.7212 3.9469 0.538
H 4.4985 -2.0359 -1.3796 0.383
H 6.8192 -4.6208 1.0959 0.429
H -0.8572 -5.7478 2.0183 0.657
H -0.0282 -1.6379 5.6092 0.518
H -0.8167 -2.5903 0.9011 -0.817
H -4.8820 3.9913 -0.4954 0.509
H -4.0110 2.5868 -5.7258 0.470
H 1.8355 5.6656 3.1660 0.443
H 1.9602 3.8797 4.8717 0.484
H -1.4907 3.7011 3.7898 0.566
H -3.4700 2.7412 4.4159 0.378
H 4.5524 0.2025 2.6396 0.527
H 6.6730 -2.7825 -0.5641 0.533
H 1.7132 5.3092 -4.5427 0.457
H 1.5635 -3.5315 5.6801 0.436
H 3.0036 -1.6546 -6.2019 0.488
H -2.8810 -0.3231 3.3748 0.284
H -1.2182 -0.6009 -6.3293 0.517
H 6.9696 0.3980 -0.8866 0.485
H 0.0280 4.3458 -0.8666 0.574